Here is a structure of composition C41H44AuBrGe2O5PS from the Open Molecules 2025 dataset. Energies are from the ωB97M-V functional and the def2-TZVPD basis.

XYZ file:
```
96
Properties=species:S:1:pos:R:3:lowdin_charge:R:1
Au -1.425 0.454 0.572 0.908
O 0.498 -0.603 4.472 -0.237
S -0.237 -0.674 3.254 0.536
O -1.127 0.438 2.942 -0.344
O 0.665 -0.933 2.044 -0.455
C -1.265 -2.111 3.257 -0.273
C -1.436 -2.747 4.472 -0.028
C -2.337 -3.801 4.578 -0.032
C -3.063 -4.196 3.470 -0.036
C -2.880 -3.558 2.247 -0.048
C -1.979 -2.510 2.114 -0.301
P -1.668 -1.839 0.447 1.002
C -0.297 -2.855 -0.162 -0.334
C -0.028 -2.889 -1.528 -0.102
C 0.989 -3.689 -2.025 -0.058
C 1.753 -4.457 -1.157 -0.071
C 1.495 -4.422 0.205 -0.056
C 0.472 -3.628 0.704 -0.067
C -3.116 -2.267 -0.538 -0.393
C -3.229 -3.495 -1.189 -0.091
C -4.367 -3.778 -1.930 -0.056
C -5.390 -2.844 -2.018 -0.054
C -5.284 -1.625 -1.362 -0.053
C -4.148 -1.332 -0.625 -0.092
H -0.871 -2.407 5.329 0.122
H -2.474 -4.297 5.529 0.120
H -3.774 -5.007 3.543 0.118
H -3.450 -3.893 1.391 0.106
H -0.631 -2.319 -2.217 0.071
H 1.178 -3.710 -3.091 0.115
H 2.546 -5.085 -1.541 0.115
H 2.084 -5.022 0.886 0.115
H 0.282 -3.621 1.768 0.106
H -2.434 -4.227 -1.123 0.115
H -4.453 -4.728 -2.439 0.113
H -6.274 -3.066 -2.602 0.114
H -6.081 -0.897 -1.430 0.116
H -4.058 -0.369 -0.134 0.092
C -0.798 -0.545 -4.318 -0.151
C -1.671 -0.190 -3.107 -0.345
Ge -0.667 0.827 -1.766 0.921
C -0.810 2.726 -2.194 -0.340
C -0.521 2.996 -3.672 -0.152
C 1.192 0.301 -1.557 -0.190
C 2.072 0.156 -0.560 -0.281
Ge 2.093 0.186 1.406 0.993
C 1.831 1.902 2.277 -0.300
C 2.657 3.040 1.679 -0.151
C 3.522 -0.954 2.065 -0.296
C 4.924 -0.353 2.125 -0.128
C 3.517 -0.029 -0.956 -0.306
C 4.061 -1.298 -1.124 -0.052
C 5.398 -1.442 -1.465 -0.064
C 6.203 -0.324 -1.637 -0.077
C 5.667 0.943 -1.459 -0.068
C 4.331 1.091 -1.107 -0.044
H -1.390 -1.048 -5.082 0.082
H 0.028 -1.207 -4.051 0.055
H -0.361 0.342 -4.778 0.061
H -2.150 -1.071 -2.686 0.025
H -2.485 0.474 -3.409 0.076
H -0.120 3.267 -1.548 0.064
H -1.820 3.048 -1.932 0.070
H 0.485 2.683 -3.957 0.071
H -0.596 4.065 -3.876 0.079
H -1.230 2.492 -4.330 0.062
H 1.643 0.237 -2.554 0.081
H 2.066 1.744 3.335 0.084
H 0.767 2.139 2.214 0.039
H 3.728 2.832 1.692 0.065
H 2.493 3.958 2.244 0.077
H 2.368 3.234 0.643 0.060
H 3.500 -1.876 1.478 0.064
H 3.180 -1.214 3.073 0.073
H 5.343 -0.186 1.132 0.047
H 5.597 -1.021 2.661 0.078
H 4.926 0.601 2.658 0.071
H 3.434 -2.170 -0.982 0.101
H 5.814 -2.432 -1.600 0.110
H 7.245 -0.441 -1.904 0.109
H 6.288 1.820 -1.590 0.111
H 3.918 2.083 -0.970 0.110
Br -2.050 9.177 1.393 0.766
C -2.095 7.303 1.174 -0.686
C -3.316 6.666 1.009 -0.107
C -3.341 5.292 0.845 -0.002
C -2.157 4.563 0.850 -0.139
C -0.941 5.217 1.018 -0.011
C -0.905 6.591 1.182 -0.112
C -2.220 3.088 0.668 -0.618
O -1.063 2.473 0.685 -0.242
O -3.270 2.490 0.481 0.019
H -4.232 7.240 1.010 0.106
H -4.278 4.767 0.716 0.123
H -0.023 4.645 1.029 0.104
H 0.035 7.109 1.316 0.103
```

Calculated values
HOMO-LUMO gap in eV: 7.50
Calculated total energy in Ha: -9567.88548
Net charge: +1
HOMO energy in eV: -10.9